{
  "formula": "C23H37AuN4OS",
  "method": "ωB97M-V/def2-TZVPD",
  "total_charge": 2,
  "multiplicity": 3,
  "de_lowest_kcal_mol": 10.9,
  "s2": 2.0265,
  "orbital_gap_ev": [9.10, 5.77],
  "species": ["Au", "C", "C", "C", "C", "C", "N", "H", "H", "H", "H", "H", "H", "H", "H", "H", "C", "C", "C", "C", "N", "C", "S", "N", "H", "H", "H", "H", "H", "C", "N", "C", "C", "C", "C", "C", "C", "C", "C", "H", "H", "H", "H", "H", "H", "H", "H", "H", "H", "H", "H", "H", "C", "C", "O", "C", "C", "H", "H", "H", "H", "H", "H", "H", "H", "H", "H"],
  "coordinates": [[-0.04371, 0.02572, 0.13029], [-1.48618, 1.41566, 5.20285], [-2.33809, 0.51718, 4.29542], [-2.70805, -0.79316, 5.00402], [-3.59468, 1.25428, 3.81264], [-1.54097, 0.18630, 3.11221], [-0.91413, -0.07927, 2.18740], [-2.04477, 1.60684, 6.11823], [-1.27082, 2.37081, 4.72725], [-0.54738, 0.93568, 5.47431], [-3.27602, -0.54900, 5.90096], [-1.82110, -1.34820, 5.30721], [-3.32676, -1.42825, 4.37100], [-4.19523, 1.51351, 4.68389], [-4.19793, 0.62574, 3.15832], [-3.33942, 2.17415, 3.28816], [-1.79689, 5.36823, -3.98231], [-1.33071, 4.65314, -2.76687], [-0.97808, 5.30738, -1.58789], [-0.54241, 4.53614, -0.52575], [-0.43831, 3.21359, -0.60014], [-0.81735, 2.66953, -1.75343], [-0.76724, 0.93612, -1.95524], [-1.26496, 3.32060, -2.81880], [-1.89941, 6.43583, -3.80877], [-2.75292, 4.95686, -4.30477], [-1.08588, 5.20536, -4.79294], [-1.04178, 6.38202, -1.50416], [-0.25158, 4.99626, 0.41090], [3.67653, -3.18855, 2.41833], [2.30556, -2.89333, 1.91505], [1.58694, -1.97145, 2.83546], [2.25706, -2.40258, 0.47201], [2.85542, -1.04070, 0.27799], [4.24299, -0.90958, 0.13366], [4.82914, 0.32820, -0.04061], [4.03296, 1.46019, -0.08821], [2.65125, 1.34928, 0.00775], [2.06914, 0.10721, 0.18617], [3.58907, -3.63256, 3.40697], [4.23175, -2.25756, 2.47710], [4.16592, -3.88270, 1.73913], [1.79781, -3.77899, 1.91085], [2.09251, -1.00892, 2.81618], [1.60807, -2.39167, 3.83778], [0.56082, -1.85589, 2.48993], [1.19970, -2.41806, 0.20014], [2.77624, -3.16163, -0.11595], [4.86673, -1.79440, 0.12650], [5.90072, 0.40721, -0.15464], [4.48489, 2.43335, -0.22480], [2.03291, 2.22821, -0.05636], [1.10206, -2.19337, -2.78238], [-0.22772, -2.84008, -2.45360], [-0.83809, -2.25839, -1.28620], [-2.23211, -2.57132, -1.22831], [-2.84603, -1.95729, 0.00612], [1.51060, -2.64005, -3.68800], [1.83433, -2.33341, -1.99341], [0.99709, -1.12889, -2.96387], [-0.10056, -3.91454, -2.27547], [-0.91471, -2.73012, -3.29955], [-2.35386, -3.66032, -1.21812], [-2.71788, -2.19036, -2.13445], [-2.36008, -2.32100, 0.90986], [-3.90408, -2.20983, 0.06511], [-2.77787, -0.86773, -0.02120]],
  "forces_ev_per_angstrom": [[-0.1705, 0.3134, 0.2822], [-0.0304, 0.0049, 0.0544], [-0.0462, 0.0368, 0.0597], [-0.0241, -0.0054, 0.0266], [-0.0756, 0.0185, 0.0487], [0.1457, -0.0608, -0.1725], [-0.1228, 0.0622, -0.0533], [-0.0150, 0.0191, -0.0015], [0.0200, 0.0151, -0.0263], [0.0291, -0.0250, 0.0189], [-0.0119, -0.0012, -0.0034], [0.0259, -0.0065, 0.0156], [0.0045, -0.0057, -0.0147], [-0.0079, 0.0051, 0.0052], [0.0001, -0.0031, -0.0074], [0.0071, 0.0070, -0.0075], [-0.0540, 0.0323, -0.1218], [0.0176, -0.2567, 0.0134], [-0.0079, 0.0450, -0.0174], [0.0771, -0.0983, 0.1590], [0.2253, -0.2236, 0.4471], [-0.1185, 0.2793, -0.0531], [0.1771, 0.1126, -0.0002], [-0.1201, -0.1081, -0.4191], [-0.0028, 0.0168, -0.0031], [-0.0010, 0.0091, -0.0160], [-0.0024, 0.0069, -0.0181], [-0.0026, 0.0357, 0.0038], [0.0045, -0.0312, 0.0167], [0.0762, 0.0008, -0.0238], [-0.0639, -0.0610, -0.0174], [-0.0851, -0.0259, 0.0117], [0.0133, -0.0797, 0.0177], [0.0546, -0.0521, -0.0597], [-0.1826, -0.0979, 0.0373], [0.0554, 0.0257, -0.0056], [-0.0208, 0.0988, 0.0197], [0.0454, -0.0730, 0.0593], [0.0956, -0.0569, -0.2002], [0.0159, -0.0026, -0.0120], [0.0195, 0.0137, -0.0078], [0.0006, 0.0201, 0.0047], [-0.0019, 0.0222, 0.0150], [-0.0123, -0.0076, 0.0116], [0.0017, -0.0050, 0.0091], [0.1538, -0.0630, 0.0611], [0.0145, -0.0136, -0.0172], [0.0145, 0.0231, 0.0715], [0.0160, -0.0737, 0.0302], [0.0242, 0.0085, -0.0080], [-0.0129, 0.0233, -0.0028], [-0.1140, 0.2036, -0.0528], [-0.1713, -0.1070, 0.0756], [-0.0571, -0.1171, -0.0193], [0.1769, 0.1002, -0.1853], [-0.0362, -0.1259, -0.0343], [0.0237, -0.0213, -0.0822], [-0.0425, -0.0447, -0.0156], [0.0620, 0.0053, 0.0327], [-0.0307, 0.1907, -0.0279], [-0.0290, 0.0295, -0.0379], [0.0354, 0.0280, 0.0343], [-0.0176, 0.0300, -0.0046], [0.0042, -0.0298, 0.0470], [0.0454, -0.0248, 0.0733], [-0.0099, -0.0289, -0.0216], [0.0189, 0.0937, 0.0083]]
}

***

{
  "formula": "C9H21N2O2P",
  "method": "ωB97M-V/def2-TZVPD",
  "smiles": "[H]/P=C/C[C@H]1CCCCOCOC1.NN",
  "de_lowest_kcal_mol": 57.5,
  "orbital_gap_ev": 8.52,
  "species": ["H", "P", "C", "C", "C", "C", "C", "C", "C", "O", "C", "O", "C", "H", "H", "H", "H", "H", "H", "H", "H", "H", "H", "H", "H", "H", "H", "H", "H", "N", "N", "H", "H", "H", "H"],
  "coordinates": [[-4.89002, -0.67729, -0.15602], [-4.21691, 0.58767, -0.13093], [-2.80151, 0.10767, 0.64873], [-1.81210, 0.97227, 1.33502], [-0.45240, 0.82787, 0.90461], [-0.28839, 1.42311, -0.49770], [1.10751, 1.57264, -1.15464], [1.83966, 0.33042, -1.56611], [2.69610, -0.16762, -0.46051], [2.05551, -0.79986, 0.60548], [2.28380, -0.07210, 1.73417], [1.81862, 1.23054, 1.83500], [0.45206, 1.48021, 1.99222], [-2.57331, -0.97431, 0.95449], [-1.88289, 0.63000, 2.48115], [-2.08606, 2.16315, 1.28275], [-0.12487, -0.25261, 0.98168], [-0.79400, 2.41770, -0.55739], [-0.94705, 0.82508, -1.19612], [1.77966, 2.03908, -0.39602], [1.04843, 2.43973, -1.93579], [1.01838, -0.46870, -1.78703], [2.41268, 0.55231, -2.48848], [3.45937, -0.75736, -0.85287], [3.17458, 0.71284, 0.01214], [1.76438, -0.72845, 2.55550], [3.34351, 0.02112, 1.99484], [0.29130, 2.64011, 1.97580], [0.13371, 1.22808, 3.06645], [-1.45848, -3.46342, -2.54618], [-1.28582, -2.97763, -1.14550], [-0.54795, -3.73231, -3.01189], [-1.64474, -2.66459, -3.08239], [-2.21142, -2.80172, -0.70842], [-0.66135, -3.66365, -0.68606]],
  "forces_ev_per_angstrom": [[0.3759, 0.0780, -0.2189], [0.6091, -0.2124, 0.5296], [-0.8744, -1.6830, 0.7231], [-3.0265, 2.4535, 2.6900], [3.5732, -0.8617, 0.4886], [-0.6145, -0.1484, -1.5994], [-0.1219, 3.0377, 0.7107], [-2.5680, -1.1730, -1.3252], [0.9165, 1.8763, 0.1857], [-0.6233, -0.1570, -0.7474], [-1.2581, -1.8235, 4.2525], [0.4104, 0.7718, -0.6735], [-1.1806, 1.8196, 0.6421], [-0.6062, 1.3869, -0.8313], [-0.0076, 0.9496, -2.2255], [0.3082, -2.8059, 0.2301], [-0.6331, 0.8839, -0.6987], [0.4461, -0.4591, 0.5184], [0.6975, 0.2718, 0.6247], [-0.5899, 0.0580, -0.3846], [-0.0788, -1.9503, 0.8544], [1.5596, 1.0071, -0.0322], [-0.0888, -0.4977, 0.5644], [1.3431, -1.5156, -0.5212], [0.2694, -0.2130, -0.8069], [0.9026, 1.1239, -1.0309], [0.0350, -0.1605, -0.2896], [0.5681, -1.8686, -0.2036], [0.2428, -0.2541, -1.4214], [0.7582, -1.3710, 0.4058], [1.0722, -0.0023, -0.8531], [-0.8841, 0.1873, 1.6241], [-0.7100, 1.6267, -0.6585], [1.0521, -1.0269, -0.5302], [-1.2744, 0.6520, 0.0079]]
}

***

{
  "formula": "C4H10NP",
  "method": "ωB97M-V/def2-TZVPD",
  "de_lowest_kcal_mol": 122.5,
  "orbital_gap_ev": [8.41, 7.39],
  "species": ["C", "C", "C", "C", "N", "P", "H", "H", "H", "H", "H", "H", "H", "H", "H", "H"],
  "coordinates": [[1.48551, -0.46769, 0.37662], [0.71206, 0.37882, -0.15091], [3.00215, -0.22141, 0.24499], [-2.24371, 1.23769, 0.18854], [-1.68286, -0.03222, 0.22842], [-2.35182, -1.40664, -0.31173], [1.00193, -1.29509, 0.91330], [0.87244, 1.26346, -0.73906], [3.35481, -0.08253, 1.31357], [3.65758, -1.11979, 0.01359], [2.99321, 0.68686, -0.38083], [-1.90097, 1.88433, 0.91725], [-1.94344, 1.64273, -0.87755], [-3.29048, 1.13892, 0.32760], [-2.59068, -1.42507, -1.77904], [-1.07573, -2.18236, -0.28477]],
  "forces_ev_per_angstrom": [[1.7275, -2.2530, 0.9208], [-3.0056, 1.6616, -1.2103], [-0.2655, -1.1889, 2.1028], [0.3923, 0.2783, -3.9554], [2.2827, -0.9099, 1.0158], [1.0006, -1.4662, -0.6734], [0.6464, 0.0379, 0.0095], [-0.2264, 0.2908, -0.1369], [-0.2677, 0.7344, -1.1445], [-1.0961, 1.1419, -0.7902], [1.2754, -0.6080, 0.2883], [1.1118, 1.2961, 1.5430], [-1.1899, 0.0223, 1.8450], [-1.3743, 0.2782, -0.3242], [0.4491, 0.2205, 0.7475], [-1.4602, 0.4641, -0.2377]]
}

***

{
  "formula": "H27O14",
  "method": "ωB97M-V/def2-TZVPD",
  "multiplicity": 2,
  "de_lowest_kcal_mol": 20.4,
  "s2": 0.7538,
  "orbital_gap_ev": [9.98, 5.97],
  "species": ["O", "H", "O", "H", "H", "O", "H", "H", "O", "H", "H", "O", "H", "H", "O", "H", "H", "O", "H", "H", "O", "H", "H", "O", "H", "H", "O", "H", "H", "O", "H", "H", "O", "H", "H", "O", "H", "H", "O", "H", "H"],
  "coordinates": [[-0.94677, 0.22482, 1.35495], [-2.26316, -0.84570, 1.50439], [5.19681, -0.04707, -0.04419], [-0.18969, -0.37233, 1.25272], [-1.95805, -0.59285, -3.80662], [1.80327, 2.65924, 1.80953], [-1.22340, -1.24918, -2.60364], [-0.38749, 1.45584, 0.60718], [-0.09974, 2.01580, -0.18022], [4.29225, 2.66953, -0.73543], [0.49561, 1.45635, -0.67996], [3.53526, 2.63780, -1.32903], [0.98243, 3.99267, -2.86284], [5.05462, 0.52469, -0.81193], [2.59724, -2.46528, -0.23904], [-2.79838, -1.72128, 0.35899], [0.85295, -4.14904, 0.85763], [1.66098, 3.52451, -3.34767], [-0.69402, -3.31935, -1.67664], [1.96112, -1.91080, -0.70098], [-1.44193, -1.34740, -3.53046], [0.89627, 2.76980, 1.45516], [-4.55639, 0.34470, -0.28931], [-0.87909, -3.74502, -2.50530], [-1.03265, -3.16594, -3.26933], [1.54833, 3.09369, 2.62900], [-1.18899, 2.60309, 2.91861], [-0.40765, 2.06523, 3.07365], [-1.34097, 2.44811, 1.98104], [1.06267, -4.10779, 1.79225], [2.26201, 3.06937, -2.74673], [-3.19698, 1.15209, -0.24460], [-2.48321, -1.77453, 1.26890], [-3.91194, -1.54229, 2.10109], [0.37198, -3.67535, 2.29765], [-3.63061, 0.35828, -0.54767], [2.83553, 2.20477, -0.82825], [2.11389, -2.85426, 0.50555], [-4.62040, -1.34688, 2.76722], [4.44332, -0.63317, -0.22257], [-4.71504, -0.40485, 2.66690]],
  "forces_ev_per_angstrom": [[-0.1735, -0.3765, 0.8248], [-0.2549, -0.6920, -0.0714], [-0.9398, 0.0791, -0.8111], [0.2563, -0.3897, 0.2005], [-0.1647, 0.3220, 0.0729], [-1.6962, 0.2219, 0.3322], [-0.2256, 0.3787, 0.0835], [0.4917, 0.7392, -2.0015], [-0.5521, 0.0620, 0.9513], [-0.0834, 0.1236, 0.1053], [0.1308, -0.0698, -0.1849], [-0.0873, -0.3432, -0.1299], [0.1161, -0.0349, 0.4205], [0.6040, 0.2999, 0.0903], [-0.1695, 0.1962, 0.0339], [-0.1335, 0.0872, -0.1533], [-0.6906, -0.2262, 0.0597], [-0.0527, -0.3083, -0.7225], [-0.0120, 0.6948, -0.0869], [0.0299, -0.1107, -0.1146], [0.2656, -0.2269, -0.3289], [0.8754, -0.2543, -1.1460], [0.0555, 0.3818, 0.1220], [-0.0351, -1.4127, -0.5701], [0.1022, 0.2878, 0.8488], [1.1254, 0.2368, 0.7939], [0.1667, -0.1231, -0.2937], [0.1229, -0.1191, 0.4721], [-0.3997, 0.3704, 0.0055], [0.8637, 0.1022, 0.1348], [-0.0411, 0.4805, 0.1937], [-0.2531, 0.4960, 0.1486], [0.6536, 0.2726, -0.3105], [-0.7786, -0.3136, 0.9205], [-0.3771, -0.0243, -0.3322], [0.2718, -0.8990, -0.3089], [0.1971, 0.1541, 0.3553], [0.3360, 0.1156, 0.1561], [0.5159, -0.2913, -0.6800], [0.2839, -0.4931, 0.6707], [-0.3439, 0.6063, 0.2497]]
}